Computed, not measured: a cluster of 2 separate species, C2H4S2 in total, with ωB97M-V/def2-TZVPD.

**ΔE to the lowest compared entry with this formula, charge and spin**: 65.1 kcal per mole
**LUMO level**: -0.838 eV

Positions of all 8 atoms, in Å:
C1 3.68295 0.62913 -0.21679
C2 0.28242 -0.09138 0.98821
S1 4.21795 -0.80635 -0.14402
S2 0.75345 1.52997 0.30825
H1 2.22542 1.34206 0.08774
H2 -0.74550 -0.26058 0.87076
H3 0.43115 0.00567 2.18717
H4 0.81414 -0.85230 0.42137

Cartesian forces (eV/Å) of the 6 atoms listed first:
C 0.987 -0.901 -0.089
C 1.726 1.198 2.830
S -0.380 0.694 -0.016
S 1.277 0.054 -0.493
H -2.401 0.181 0.466
H -1.484 0.026 -0.453

Computed, not measured: a structure of composition C2H4S3, with ωB97M-V/def2-TZVPD.

**ΔE to the lowest compared entry with this formula, charge and spin**: 94.9 kcal per mole
**LUMO level**: -1.069 eV

Positions of all 9 atoms, in Å:
C1 -0.56859 -0.38084 0.79747
C2 0.63665 0.48389 0.29092
H1 -1.64196 -0.55083 -1.90372
H2 -0.35170 -1.74892 0.67692
H3 -1.08450 -0.35872 2.03031
H4 2.44562 0.74123 -0.82370
S1 -1.98364 0.16535 -0.51168
S2 1.98869 -0.54938 -0.42753
S3 0.55942 2.19822 -0.12899

Cartesian forces (eV/Å) of the 6 atoms listed first:
C -1.185 -3.139 0.625
C -0.465 1.205 -1.397
H -0.280 1.349 3.425
H -0.499 4.572 0.207
H 1.783 0.656 -4.163
H 0.103 -1.826 0.103

Computed, not measured: the molecule C2H4Si, with ωB97M-V/def2-TZVPD.

**Structure (SMILES)**: C#C[SiH3]
**ΔE to the lowest compared entry with this formula, charge and spin**: 12.4 kcal per mole
**LUMO level**: 0.949 eV

Positions of all 7 atoms, in Å:
C1 -2.02848 0.41600 -1.16165
C2 -1.09192 0.16339 -0.33939
Si1 0.58979 -0.02582 0.46521
H1 -2.57717 0.52586 -2.03595
H2 1.23457 -0.27361 -0.92813
H3 0.46974 -1.38362 1.16127
H4 1.39671 0.96317 1.22165

Cartesian forces (eV/Å) of the 6 atoms listed first:
C 5.289 -1.453 4.440
C -3.756 2.020 -2.876
Si -0.259 -2.040 -1.932
H -1.025 0.176 -0.792
H 0.103 0.197 1.303
H 0.315 0.985 -0.119

Computed, not measured: a structure of composition C2H4V, with ωB97M-V/def2-TZVPD.

**Spin multiplicity**: 5
**LUMO level (alpha / beta)**: 3.633 / 4.099 eV
**Net charge**: -1

Positions of all 7 atoms, in Å:
C1 -0.48251 0.21132 -0.11363
C2 0.66531 -0.52691 -0.26796
H1 -0.47583 1.30079 -0.26874
H2 -1.47463 -0.20291 -0.35958
H3 0.46706 -1.61433 -0.29781
V1 2.52274 0.30254 -0.43940
H4 -1.22214 0.52950 1.74712

Cartesian forces (eV/Å) of the 6 atoms listed first:
C -1.471 0.895 -0.004
C 1.247 -0.383 -0.035
H 0.083 -0.391 0.289
H 0.423 0.121 0.306
H 0.131 0.181 0.038
V -0.697 -0.304 0.077

Computed, not measured: a structure of composition C2H58FeO34, with ωB97M-V/def2-TZVPD.

**Spin multiplicity**: 6
**LUMO level (alpha / beta)**: -1.958 / -3.488 eV
**Net charge**: +1

Positions of all 95 atoms, in Å:
Fe1 0.40214 1.95233 -1.55940
O1 -0.76232 5.34775 -2.67089
C1 -0.38717 4.18134 -2.32968
O2 -0.75546 3.64095 -1.28579
O3 0.36478 3.54155 -3.06748
H1 -1.40703 5.66407 -1.94093
O4 0.21302 -0.47911 1.30978
C2 0.21080 0.31157 0.27821
O5 -0.55135 1.36077 0.15133
O6 1.08094 0.16037 -0.66050
H2 -0.69497 -0.21266 1.83784
O7 2.68449 0.41954 5.38010
H3 3.58375 0.42157 5.79961
H4 2.13498 -0.18948 5.94972
O8 2.48229 -2.63861 -0.59083
H5 3.24446 -3.18625 -0.83417
H6 2.20109 -2.28383 -1.43535
O9 -1.17918 1.91764 -5.26021
H7 -2.13473 1.95608 -5.12988
H8 -0.99484 2.84258 -5.10236
O10 2.24983 1.53974 -2.64351
H9 2.13742 0.74105 -3.18293
H10 2.39273 2.25615 -3.28897
O11 -0.62531 1.07388 -2.96216
H11 -0.63001 0.13452 -2.99787
H12 -0.91282 1.42293 -3.86938
O12 -1.51098 -5.42872 -4.52517
H13 -0.74147 -5.80165 -4.93238
H14 -2.16717 -6.09184 -4.50597
O13 -4.00760 0.84942 5.02221
H15 -4.72523 0.84815 4.40085
H16 -3.24382 1.40660 4.60912
O14 -2.07590 0.27546 2.24691
H17 -2.14587 1.22873 2.46416
H18 -2.15198 -0.24644 3.11984
O15 -3.37078 2.03130 -3.61681
H19 -4.19224 1.97058 -4.07380
H20 -3.44958 1.64469 -2.76773
O16 -0.89303 -1.59867 -3.18204
H21 -1.27980 -1.78195 -4.09135
H22 -1.46581 -1.95895 -2.47905
O17 -2.71514 -1.93828 -1.19834
H23 -3.61829 -2.15662 -1.28962
H24 -2.62389 -1.07762 -0.81272
O18 -1.85304 2.53741 3.63309
H25 -0.91411 2.52304 3.93799
H26 -2.11159 3.44077 3.69497
O19 -1.75218 -1.12617 4.73337
H27 -2.50141 -0.65022 5.05793
H28 -2.12339 -2.03103 4.81515
O20 -1.33354 5.51226 3.23151
H29 -1.38059 6.30505 3.80388
H30 -0.53446 5.52224 2.68398
O21 1.76794 3.18622 -0.50097
H31 2.36140 3.83768 -0.89431
H32 2.20588 2.80802 0.32129
O22 2.19292 -0.21606 -4.66585
H33 1.29350 -0.27473 -5.00031
H34 2.40113 -1.12933 -4.49363
O23 3.16984 -0.92723 1.62667
H35 2.88437 -1.43879 0.79540
H36 2.36384 -0.74266 2.07739
O24 0.61703 5.58209 1.18058
H37 1.47838 5.81341 0.78016
H38 0.41709 4.68312 0.96123
O25 2.87830 2.19138 1.59069
H39 2.52813 2.32161 2.53919
H40 3.28443 1.35073 1.60653
O26 0.29959 -4.89815 -1.90463
H41 0.61859 -4.58455 -1.02836
H42 -0.61424 -5.15038 -1.64207
O27 1.16937 -6.29023 -4.19195
H43 0.77856 -6.25212 -3.31230
H44 1.81806 -6.98538 -4.13259
O28 0.56634 -1.04363 6.45144
H45 0.82649 -1.91791 6.22508
H46 -0.30399 -0.95204 6.03865
O29 1.81153 -2.52137 -3.28152
H47 1.86752 -3.48172 -3.23371
H48 0.84122 -2.26574 -3.26767
O30 3.40131 -3.05338 3.32458
H49 3.67063 -2.32813 2.70991
H50 4.09464 -3.70469 3.37054
O31 -3.16311 1.70714 -0.75580
H51 -3.49282 2.63566 -0.83648
H52 -2.19572 1.91598 -0.58383
O32 1.07044 -3.63012 5.52259
H53 1.09955 -4.62501 5.72861
H54 1.65846 -3.54709 4.73815
O33 1.34076 2.26445 4.08068
H55 1.76384 1.40109 4.42512
H56 1.41316 2.93101 4.78900
O34 -1.77418 -2.63461 -5.40139
H57 -1.80890 -3.60802 -5.33223
H58 -2.06593 -2.53047 -6.29815

Cartesian forces (eV/Å) of the 6 atoms listed first:
Fe 1.298 0.248 -0.035
O -2.509 3.323 1.177
C 0.565 -1.153 -0.476
O -1.707 -0.723 2.826
O 1.842 -0.872 -1.707
H 1.434 -0.438 -1.670

Computed, not measured: a structure of composition C2H5AuFO2, with ωB97M-V/def2-TZVPD.

**ΔE to the lowest compared entry with this formula, charge and spin**: 2.0 kcal per mole
**Spin multiplicity**: 4
**LUMO level (alpha / beta)**: 0.724 / -4.400 eV

Positions of all 11 atoms, in Å:
Au1 0.62457 -1.52556 1.97156
O1 0.51753 -3.13852 2.91604
C1 1.76783 -0.38412 4.73241
O2 1.48381 -1.27482 3.67405
C2 1.07473 -2.62664 4.02868
H1 1.79693 0.63261 4.31253
H2 0.94427 -0.36283 5.46522
H3 2.67331 -0.72630 5.25836
H4 1.99367 -3.15019 4.37039
H5 0.37313 -2.53974 4.88783
F1 0.81142 1.33427 2.40858

Cartesian forces (eV/Å) of the 6 atoms listed first:
Au -2.144 4.411 -8.306
O -0.099 -3.480 2.471
C -0.494 0.742 0.795
O 1.891 -0.117 3.286
C 0.579 -1.202 2.649
H 0.549 -0.592 0.182

Computed, not measured: the molecule C2H5BO, with ωB97M-V/def2-TZVPD.

**Structure (SMILES)**: BCC=O
**ΔE to the lowest compared entry with this formula, charge and spin**: 87.7 kcal per mole
**LUMO level**: 0.102 eV

Positions of all 9 atoms, in Å:
B1 0.47328 0.19344 1.31864
C1 0.23931 -0.31581 -1.29635
C2 -0.37727 0.24284 0.00721
O1 0.06320 0.07156 -2.40484
H1 0.08304 1.11612 1.88563
H2 -1.31724 -0.35982 0.42302
H3 0.57632 -1.26804 -0.92307
H4 -0.84595 1.10563 -0.20157
H5 1.10532 -0.78591 1.19131

Cartesian forces (eV/Å) of the 6 atoms listed first:
B -1.401 -0.322 -2.756
C -2.852 -0.707 2.964
C 0.082 -2.054 -0.023
O 0.677 0.424 -0.646
H 0.652 0.333 1.825
H 1.812 0.204 -0.964

Computed, not measured: the molecule C2H5BO, with ωB97M-V/def2-TZVPD.

**Structure (SMILES)**: BCC=O
**ΔE to the lowest compared entry with this formula, charge and spin**: 76.0 kcal per mole
**LUMO level**: 0.177 eV

Positions of all 9 atoms, in Å:
B1 1.09558 -0.67303 -0.33347
C1 -1.31023 0.17946 0.58336
C2 0.25625 0.60096 -0.06414
O1 -2.14343 -0.05561 -0.20313
H1 2.17798 -0.86769 -0.01532
H2 0.67946 -1.66668 -0.90775
H3 -1.50647 0.26718 1.67913
H4 0.83332 1.44828 0.31389
H5 -0.08247 0.76712 -1.05257

Cartesian forces (eV/Å) of the 6 atoms listed first:
B -0.948 -1.162 -0.130
C 3.500 1.905 -0.005
C -1.433 -1.511 1.520
O -1.409 -0.739 -0.796
H 1.348 0.343 0.446
H -0.363 0.711 0.166

Computed, not measured: a cluster of 2 separate species, C2H5BO in total, with ωB97M-V/def2-TZVPD.

**ΔE to the lowest compared entry with this formula, charge and spin**: 100.1 kcal per mole
**LUMO level**: -0.857 eV

Positions of all 9 atoms, in Å:
B1 -0.74268 0.03510 0.36481
C1 1.87342 0.37253 0.00450
C2 0.67855 -0.47265 0.09790
O1 3.00450 -0.03954 0.08222
H1 -1.60127 -0.73973 0.52807
H2 -0.94228 1.17926 0.49007
H3 1.66689 1.45348 -0.11555
H4 0.91497 -1.53208 0.10760
H5 -0.03932 -0.31695 -1.48893

Cartesian forces (eV/Å) of the 6 atoms listed first:
B 0.706 -0.262 -0.287
C 0.446 0.738 -0.119
C -1.640 -0.489 -3.016
O -0.222 -0.058 0.059
H -0.400 -0.348 -0.020
H -0.074 0.596 -0.092

Computed, not measured: a cluster of 2 separate species, C2H5BO2 in total, with ωB97M-V/def2-TZVPD.

**ΔE to the lowest compared entry with this formula, charge and spin**: 120.3 kcal per mole
**LUMO level**: 0.560 eV

Positions of all 10 atoms, in Å:
B1 -0.34111 2.39045 0.34252
C1 0.94211 0.20929 0.56200
C2 -0.32846 -1.53632 -0.33036
O1 -0.89749 2.10726 -0.69946
O2 -0.04343 -0.55063 0.62022
H1 0.12964 2.60171 1.39109
H2 1.60715 -0.09021 -0.17840
H3 -1.08431 -1.12783 -0.96188
H4 -0.60825 -2.52662 0.11420
H5 0.62414 -1.47711 -0.85994

Cartesian forces (eV/Å) of the 6 atoms listed first:
B -0.094 -0.628 -0.039
C 0.054 2.138 2.201
C 1.195 -1.001 -0.756
O 0.290 0.313 0.320
O -2.272 -0.105 2.221
H -0.203 0.532 -0.144

Number 1: energy -23806.0535 eV. Number 2: energy -34640.1105 eV. Number 3: energy -10013.3270 eV. Number 4: energy -27819.1102 eV. Number 5: energy -107020.4723 eV. Number 6: energy -12650.3101 eV. Number 7: energy -4876.1356 eV. Number 8: energy -4876.6409 eV. Number 9: energy -4875.5972 eV. Number 10: energy -6923.1905 eV.